(1)
Molecular formula: C2H24O10
Method: DFT, wB97M-V/def2-TZVPD

Computed properties:
**Multiplicity**: 1
**Energy above the lowest of the compared OMol25 structures with the same formula, charge and spin**: 3.242 eV
**Gap between HOMO and LUMO**: 10.5 eV

Each line ends with the Löwdin charge.
Geometry (Å):
C1 0.416 -0.306 0.546  -0.099
C2 0.800 0.677 1.717  -0.221
O1 1.149 -0.298 2.772  -0.127
H1 1.120 -0.184 -0.289  0.047
H2 0.634 -1.359 0.839  0.050
H3 -0.635 -0.058 0.209  0.079
H4 -0.019 1.290 1.978  0.082
H5 1.807 1.182 1.661  0.118
H6 0.737 0.033 3.588  0.086
O2 0.416 -3.664 0.712  -0.045
H7 1.088 -3.528 1.375  0.043
H8 0.294 -2.894 0.151  0.004
O3 0.946 2.193 -2.562  -0.089
H9 0.187 1.664 -2.215  -0.002
H10 0.999 1.970 -3.490  0.029
O4 -3.070 0.417 -1.744  -0.059
H11 -3.729 0.028 -2.360  0.084
H12 -3.380 -0.091 -0.978  0.033
O5 3.281 -0.708 0.174  -0.125
H13 2.982 0.260 -0.107  0.030
H14 3.887 -0.503 0.896  0.034
O6 -0.526 0.136 -2.360  -0.070
H15 -0.533 -0.721 -2.771  0.063
H16 -1.399 0.507 -2.161  0.007
O7 -1.859 -1.616 2.355  -0.055
H17 -2.690 -1.216 2.134  0.031
H18 -0.995 -1.181 2.214  0.022
O8 3.224 1.886 -0.742  -0.070
H19 3.549 1.915 -1.657  0.075
H20 2.274 1.995 -0.566  0.033
O9 -2.810 -2.024 -0.035  -0.075
H21 -2.963 -2.308 0.863  0.008
H22 -1.875 -2.377 -0.007  0.059
O10 -1.421 3.249 -0.260  -0.047
H23 -1.164 4.077 0.149  0.035
H24 -1.943 2.859 0.451  0.031

---

(2)
Molecular formula: C47H46BCrF2GeN5OS
Method: DFT, wB97M-V/def2-TZVPD

Computed properties:
**Multiplicity**: 6
**Energy above the lowest of the compared OMol25 structures with the same formula, charge and spin**: 0.785 eV
**⟨S²⟩**: 8.77
**Gap between HOMO and LUMO (alpha / beta)**: 7.0 / 6.7 eV
**Total charge**: +1

Each line ends with the Löwdin charge.
Geometry (Å):
Cr1 0.386 1.054 0.187  0.653
C1 1.781 4.985 -1.315  -0.010
C2 1.751 3.622 -0.969  -0.094
N1 0.683 3.033 -0.472  0.029
C3 -0.452 3.778 -0.366  -0.131
C4 -0.512 5.135 -0.655  -0.128
C5 0.665 5.745 -1.132  0.017
C6 -1.760 5.839 -0.481  -0.003
C7 -2.879 5.192 -0.108  -0.001
C8 -2.863 3.768 0.123  -0.127
C9 -4.012 3.004 0.427  0.033
C10 -3.903 1.653 0.608  0.004
C11 -2.636 1.058 0.511  -0.057
N2 -1.559 1.758 0.225  0.035
C12 -1.663 3.086 0.018  -0.150
H1 2.694 5.405 -1.716  0.121
H2 2.634 3.006 -1.094  0.097
H3 0.667 6.804 -1.368  0.130
H4 -1.780 6.905 -0.672  0.123
H5 -3.811 5.730 0.012  0.124
H6 -4.977 3.494 0.497  0.130
H7 -4.765 1.029 0.812  0.094
H8 -2.484 -0.002 0.662  0.067
F1 0.502 -2.788 0.284  0.163
B1 0.065 -2.008 -0.745  -1.074
F2 -0.238 -2.716 -1.857  0.187
O1 -0.042 -0.689 -0.665  -0.103
S1 -2.732 -2.494 0.736  1.013
C13 -2.926 -4.195 0.229  -0.480
C14 -2.846 -4.566 -1.110  -0.084
C15 -2.968 -5.902 -1.461  -0.068
C16 -3.149 -6.871 -0.482  -0.078
C17 -3.220 -6.502 0.854  -0.079
C18 -3.113 -5.164 1.211  -0.100
C19 -4.249 -1.738 0.186  -0.520
C20 -5.294 -1.545 1.087  -0.099
C21 -6.459 -0.901 0.679  -0.090
C22 -6.581 -0.448 -0.629  -0.087
C23 -5.537 -0.632 -1.527  -0.072
C24 -4.370 -1.268 -1.121  -0.092
H9 -2.671 -3.817 -1.872  0.102
H10 -2.906 -6.188 -2.504  0.109
H11 -3.227 -7.914 -0.761  0.106
H12 -3.368 -7.254 1.620  0.106
H13 -3.181 -4.865 2.250  0.100
H14 -5.193 -1.910 2.102  0.108
H15 -7.274 -0.763 1.380  0.109
H16 -7.492 0.043 -0.950  0.108
H17 -5.629 -0.277 -2.547  0.110
H18 -3.543 -1.390 -1.810  0.115
C25 -0.742 1.255 5.263  -0.041
N3 0.063 1.172 4.049  -0.140
C26 0.187 2.428 3.343  -0.047
C27 0.233 -0.013 3.394  -0.415
N4 0.324 -0.079 2.095  0.097
N5 0.268 -1.133 4.183  -0.158
C28 -0.041 -2.429 3.594  -0.037
C29 1.045 -1.171 5.418  -0.046
H19 -1.638 1.850 5.062  0.093
H20 -0.188 1.735 6.071  0.095
H21 -1.054 0.267 5.584  0.085
H22 0.535 3.194 4.038  0.100
H23 -0.773 2.751 2.924  0.091
H24 0.919 2.341 2.549  0.048
H25 0.534 -1.034 1.812  0.028
H26 0.840 -2.925 3.177  0.075
H27 -0.788 -2.321 2.804  0.054
H28 -0.460 -3.071 4.369  0.098
H29 1.427 -0.184 5.662  0.089
H30 1.899 -1.844 5.292  0.089
H31 0.443 -1.539 6.252  0.093
C30 4.412 1.152 -4.043  -0.073
C31 5.097 1.659 -2.944  -0.075
C32 4.662 1.363 -1.657  -0.112
C33 3.543 0.547 -1.466  -0.334
C34 2.853 0.050 -2.574  -0.097
C35 3.294 0.347 -3.858  -0.064
Ge1 2.965 0.110 0.332  1.088
C36 3.876 1.218 1.660  -0.294
C37 3.623 2.583 1.825  -0.127
C38 4.284 3.330 2.793  -0.077
C39 5.211 2.717 3.626  -0.077
C40 5.488 1.367 3.469  -0.070
C41 4.830 0.624 2.495  -0.093
C42 3.398 -1.715 0.711  -0.312
C43 3.181 -2.240 1.987  -0.142
C44 3.533 -3.547 2.280  -0.074
C45 4.103 -4.346 1.294  -0.064
C46 4.322 -3.834 0.024  -0.061
C47 3.965 -2.523 -0.272  -0.077
H32 4.753 1.383 -5.045  0.107
H33 5.971 2.282 -3.089  0.107
H34 5.205 1.754 -0.803  0.102
H35 1.965 -0.559 -2.440  0.099
H36 2.763 -0.048 -4.715  0.110
H37 2.906 3.088 1.188  0.068
H38 4.079 4.389 2.894  0.106
H39 5.723 3.292 4.388  0.108
H40 6.222 0.885 4.105  0.109
H41 5.080 -0.421 2.377  0.095
H42 2.749 -1.613 2.761  0.090
H43 3.365 -3.948 3.273  0.106
H44 4.374 -5.371 1.518  0.109
H45 4.769 -4.455 -0.741  0.109
H46 4.137 -2.137 -1.269  0.101

---

(3)
Molecular formula: C12H19O6PS
Method: DFT, wB97M-V/def2-TZVPD

Computed properties:
**Multiplicity**: 1
**Energy above the lowest of the compared OMol25 structures with the same formula, charge and spin**: 0.000 eV
**Gap between HOMO and LUMO**: 9.0 eV

Each line ends with the Löwdin charge.
Geometry (Å):
C1 -0.005 6.125 -0.020  0.060
C2 1.099 5.809 -0.734  -0.061
C3 1.217 4.567 -1.524  -0.537
O1 1.898 4.537 -2.508  0.121
O2 0.466 3.542 -1.097  -0.005
C4 0.019 2.625 -2.115  -0.162
C5 -1.334 2.074 -1.716  -0.170
C6 -1.261 0.993 -0.623  -0.188
C7 -1.393 -0.447 -1.163  -0.186
C8 -0.448 -1.450 -0.461  -0.181
C9 -1.171 -2.099 0.723  -0.074
C10 -0.380 -3.111 1.582  -0.499
O3 -1.248 -4.110 1.987  0.064
O4 0.180 -2.338 2.672  0.102
C11 1.382 -1.873 2.270  -0.559
O5 1.990 -0.988 2.762  0.196
O6 1.810 -2.549 1.135  0.007
C12 0.917 -3.636 0.978  -0.387
P1 1.780 -5.036 1.895  0.408
S1 1.586 -5.155 3.816  0.187
H1 -0.562 7.044 -0.175  0.065
H2 -0.376 5.452 0.749  0.072
H3 1.942 6.488 -0.806  0.111
H4 -0.064 3.155 -3.063  0.127
H5 0.755 1.823 -2.204  0.136
H6 -1.722 1.595 -2.622  0.110
H7 -2.032 2.876 -1.473  0.116
H8 -0.355 1.104 -0.023  0.111
H9 -2.093 1.160 0.066  0.109
H10 -2.411 -0.798 -0.976  0.107
H11 -1.236 -0.460 -2.243  0.105
H12 0.393 -0.859 -0.096  0.107
H13 -0.056 -2.181 -1.169  0.112
H14 -2.112 -2.546 0.402  0.127
H15 -1.437 -1.286 1.404  0.141
H16 -0.977 -4.969 1.655  0.096
H17 0.789 -4.043 -0.028  0.135
H18 3.103 -4.819 1.486  0.000
H19 1.343 -6.214 1.257  -0.022

---

(4)
Molecular formula: H8NaO4
Method: DFT, wB97M-V/def2-TZVPD

Computed properties:
**Multiplicity**: 1
**Energy above the lowest of the compared OMol25 structures with the same formula, charge and spin**: 6.095 eV
**Gap between HOMO and LUMO**: 11.7 eV
**Total charge**: +1

Each line ends with the Löwdin charge.
Geometry (Å):
Na1 0.350 0.048 -0.011  0.212
O1 -0.542 -1.420 0.171  -0.041
H1 -1.138 -1.473 0.918  0.102
H2 -0.865 -2.081 -0.441  0.113
O2 0.482 1.430 0.921  0.006
H3 1.386 1.742 0.977  0.110
H4 0.121 1.583 1.794  0.113
O3 -1.549 0.376 -0.398  -0.033
H5 -2.164 0.389 0.335  0.093
H6 -1.522 1.282 -0.705  0.091
O4 1.672 -0.550 -0.831  0.013
H7 2.063 -1.365 -1.146  0.116
H8 1.706 0.039 -1.584  0.106

---

(5)
Molecular formula: C17H17F3N4O2
Method: DFT, wB97M-V/def2-TZVPD

Computed properties:
**Multiplicity**: 1
**Energy above the lowest of the compared OMol25 structures with the same formula, charge and spin**: 0.971 eV
**Gap between HOMO and LUMO**: 8.4 eV

Each line ends with the Löwdin charge.
Geometry (Å):
C1 -0.654 2.924 -4.503  -0.092
O1 -1.300 1.801 -3.921  -0.069
C2 -0.747 1.554 -2.667  -0.265
C3 0.580 1.662 -2.448  0.003
C4 1.070 1.439 -1.164  0.033
C5 0.163 1.321 -0.099  -0.215
C6 0.694 1.256 1.196  -0.145
C7 0.624 2.135 2.349  0.022
N1 1.335 1.539 3.408  0.098
C8 1.868 0.372 2.985  -0.258
N2 2.363 -0.622 3.703  0.186
C9 2.504 -1.751 3.148  -0.625
N3 2.843 -2.762 3.829  0.151
N4 2.113 -2.083 1.947  0.196
C10 1.537 -1.155 1.178  -0.221
O2 0.768 -1.515 0.080  -0.012
C11 -0.238 -2.558 0.233  -0.467
C12 -0.873 -2.587 1.506  -0.072
C13 -1.113 -2.670 -1.035  -0.009
C14 1.440 0.153 1.646  -0.064
C15 -1.198 1.215 -0.323  0.055
C16 -1.604 1.350 -1.647  -0.048
C17 -3.137 1.208 -1.965  -0.497
F1 -3.572 2.424 -2.007  0.194
F2 -3.379 0.526 -3.108  0.151
F3 -3.789 0.591 -0.835  0.044
H1 -0.611 3.771 -3.832  0.101
H2 -1.138 3.296 -5.399  0.088
H3 0.377 2.750 -4.903  0.093
H4 1.192 2.029 -3.276  0.116
H5 2.157 1.442 -1.033  0.134
H6 0.189 3.083 2.373  0.092
H7 1.391 1.964 4.371  0.186
H8 3.524 -2.543 4.614  0.150
H9 3.072 -3.528 3.241  0.100
H10 0.403 -3.461 0.213  0.137
H11 -0.178 -2.851 2.391  0.110
H12 -1.815 -3.285 1.467  0.131
H13 -1.184 -1.550 1.661  0.087
H14 -1.905 -3.490 -1.028  0.113
H15 -0.430 -2.910 -1.791  0.054
H16 -1.503 -1.650 -1.163  0.073
H17 -1.841 1.166 0.609  0.162